No. 1
{
  "formula": "C22H66O11",
  "method": "ωB97M-V with the def2-TZVPD basis set",
  "species": ["C", "C", "O", "H", "H", "H", "H", "H", "H", "C", "C", "O", "H", "H", "H", "H", "H", "H", "C", "C", "O", "H", "H", "H", "H", "H", "H", "C", "C", "O", "H", "H", "H", "H", "H", "H", "C", "C", "O", "H", "H", "H", "H", "H", "H", "C", "C", "O", "H", "H", "H", "H", "H", "H", "C", "C", "O", "H", "H", "H", "H", "H", "H", "C", "C", "O", "H", "H", "H", "H", "H", "H", "C", "C", "O", "H", "H", "H", "H", "H", "H", "C", "C", "O", "H", "H", "H", "H", "H", "H", "C", "C", "O", "H", "H", "H", "H", "H", "H"],
  "positions_angstrom": [[-0.40560, 1.23488, -4.32118], [-0.27634, -0.30475, -4.51282], [1.07669, -0.64174, -4.43426], [-0.13282, 1.52235, -3.30577], [-1.47271, 1.44490, -4.39378], [0.10476, 1.77461, -5.11888], [-0.65868, -0.59319, -5.49196], [-0.83106, -0.91080, -3.79652], [1.14859, -1.59768, -4.38316], [-1.60720, -1.57484, 4.00687], [-2.25903, -0.56236, 3.09053], [-2.23265, -0.99834, 1.75279], [-2.21973, -2.47602, 4.03498], [-1.52962, -1.04480, 4.95615], [-0.61573, -1.77601, 3.60113], [-1.76538, 0.40299, 3.20230], [-3.28023, -0.37333, 3.42147], [-2.92542, -1.66161, 1.71118], [-1.51909, 4.25422, 2.12053], [-1.72178, 3.75319, 3.54984], [-0.68748, 4.20029, 4.36312], [-2.45912, 4.11312, 1.58711], [-0.66842, 3.74083, 1.67234], [-1.24146, 5.30821, 2.13177], [-1.76133, 2.66837, 3.64828], [-2.66297, 4.12381, 3.95591], [-0.86625, 5.09615, 4.65818], [0.34203, 1.32212, -0.09345], [0.44972, -0.10685, -0.64588], [0.28057, -0.94038, 0.46783], [0.55018, 2.09291, -0.83551], [1.09764, 1.35186, 0.69159], [-0.65419, 1.50966, 0.30715], [1.42285, -0.29623, -1.09892], [-0.32878, -0.39761, -1.35121], [-0.63425, -0.94032, 0.75889], [4.40806, 3.42460, 0.22209], [3.85228, 2.47651, -0.85385], [3.29573, 3.27835, -1.89855], [5.33054, 3.96186, 0.00191], [4.62528, 2.83801, 1.11474], [3.70597, 4.21832, 0.47741], [3.05176, 1.85820, -0.44770], [4.62894, 1.76510, -1.13455], [3.11650, 2.65831, -2.60920], [4.59031, -2.00855, 0.03737], [3.30968, -2.81353, 0.08623], [2.62126, -2.44395, 1.28651], [5.10844, -2.19454, -0.90340], [5.15436, -2.32317, 0.91542], [4.42296, -0.93168, 0.05872], [3.35588, -3.90157, 0.04015], [2.70402, -2.54583, -0.77957], [1.81148, -1.94148, 1.17081], [-0.39504, -4.25059, 2.41210], [0.10780, -5.47569, 1.64969], [-0.65293, -6.56499, 2.06296], [-1.43768, -4.01171, 2.20248], [0.17892, -3.35640, 2.16897], [-0.20490, -4.48992, 3.45836], [1.16438, -5.72117, 1.75676], [-0.13771, -5.37231, 0.59275], [-0.63096, -7.14453, 1.29795], [-1.70739, 4.48845, -1.22351], [-2.50880, 4.59045, -2.47948], [-3.83937, 4.98527, -2.19924], [-0.70408, 4.07965, -1.34333], [-2.17998, 3.78143, -0.54170], [-1.63209, 5.42891, -0.67765], [-2.62154, 3.62522, -2.97315], [-2.06908, 5.36789, -3.10425], [-4.29960, 5.18964, -3.01657], [0.07595, -3.68690, -2.36841], [0.55584, -4.21660, -3.78299], [1.50520, -3.33479, -4.33026], [0.92330, -3.80068, -1.69228], [-0.78064, -4.26040, -2.01422], [-0.06904, -2.60659, -2.36543], [-0.34159, -4.36513, -4.38354], [1.03013, -5.18709, -3.63708], [2.09197, -3.82354, -4.91200], [2.81479, 1.04501, 3.52792], [1.47447, 1.74039, 3.40600], [1.05799, 2.16232, 4.67667], [2.77270, 0.10455, 4.07735], [3.47843, 1.70706, 4.08412], [3.32211, 0.81704, 2.59050], [0.73822, 1.02680, 3.03611], [1.50008, 2.58161, 2.71333], [0.39265, 2.84367, 4.55552], [-3.10893, -1.10796, -1.75942], [-4.56702, -1.65502, -1.77428], [-5.50572, -0.54834, -1.73511], [-2.47064, -1.98970, -1.81613], [-2.90470, -0.57290, -0.83201], [-2.78294, -0.64525, -2.69094], [-4.64684, -2.35819, -0.94526], [-4.75397, -2.17765, -2.71238], [-6.38062, -0.93428, -1.65015]],
  "homo_energy_ev": [-11.19, -11.18],
  "total_charge": 1,
  "multiplicity": 2,
  "lumo_ev": [-2.89, -9.51]
}



No. 2
{
  "formula": "C22H66O22",
  "method": "ωB97M-V with the def2-TZVPD basis set",
  "species": ["O", "C", "C", "O", "H", "H", "H", "H", "H", "H", "O", "C", "C", "O", "H", "H", "H", "H", "H", "H", "O", "C", "C", "O", "H", "H", "H", "H", "H", "H", "O", "C", "C", "O", "H", "H", "H", "H", "H", "H", "O", "C", "C", "O", "H", "H", "H", "H", "H", "H", "O", "C", "C", "O", "H", "H", "H", "H", "H", "H", "O", "C", "C", "O", "H", "H", "H", "H", "H", "H", "O", "C", "C", "O", "H", "H", "H", "H", "H", "H", "O", "C", "C", "O", "H", "H", "H", "H", "H", "H", "O", "C", "C", "O", "H", "H", "H", "H", "H", "H", "O", "C", "C", "O", "H", "H", "H", "H", "H", "H"],
  "positions_angstrom": [[1.57672, -1.04599, 3.56447], [1.11986, -1.17083, 4.88876], [1.11904, -2.56324, 5.42972], [2.43102, -2.89707, 5.95530], [2.53464, -1.08975, 3.49659], [1.64266, -0.50296, 5.58385], [0.08029, -0.82888, 4.90397], [0.85340, -3.28010, 4.65006], [0.43282, -2.60612, 6.27929], [2.34863, -3.82485, 6.19889], [-0.46556, -0.10999, -6.45072], [-1.04375, -0.51097, -5.21078], [-0.21124, -1.61278, -4.53687], [-0.42445, -2.91792, -5.07541], [-0.71728, -0.76052, -7.11496], [-1.07007, 0.39965, -4.60989], [-2.07200, -0.88542, -5.25468], [-0.65113, -1.72111, -3.54116], [0.87219, -1.49289, -4.59895], [-0.15993, -2.95101, -6.00136], [-2.97943, 2.84141, 3.95975], [-2.15114, 1.81635, 3.39570], [-0.72230, 2.29635, 3.41990], [-0.61097, 3.50856, 2.65883], [-3.72409, 2.46112, 4.42748], [-2.30432, 0.96237, 4.06255], [-2.39138, 1.52798, 2.36986], [-0.01353, 1.57672, 3.01810], [-0.45080, 2.49668, 4.46078], [-1.07600, 4.17571, 3.17697], [3.75862, 3.62584, -3.27332], [2.75950, 4.35350, -2.57158], [1.36951, 4.00149, -3.06209], [1.01184, 2.66370, -2.66288], [3.66411, 2.67472, -3.11747], [2.92544, 4.12826, -1.51075], [2.97307, 5.39668, -2.81631], [1.38723, 3.95594, -4.15315], [0.55044, 4.64818, -2.73553], [0.64025, 2.76057, -1.77540], [-4.33383, 0.22377, -2.15806], [-4.79295, -0.84940, -1.37025], [-5.19316, -0.37432, 0.00538], [-4.06320, 0.10745, 0.74235], [-3.50252, 0.54855, -1.80517], [-5.64966, -1.36682, -1.80351], [-4.02081, -1.62575, -1.27436], [-5.59862, -1.22438, 0.56404], [-5.90063, 0.44433, -0.13938], [-4.31673, 0.93353, 1.17328], [0.54397, -3.56868, 1.59737], [1.72548, -3.62776, 0.81824], [1.59708, -4.78198, -0.19302], [1.73067, -6.04479, 0.42450], [-0.30990, -3.69262, 1.16642], [1.79129, -2.69341, 0.25187], [2.58614, -3.74841, 1.47298], [2.33117, -4.70149, -0.99708], [0.60567, -4.69535, -0.65296], [1.45692, -5.97065, 1.34485], [-1.53435, -2.53676, 3.03246], [-2.69544, -2.30344, 2.27507], [-2.95748, -3.38174, 1.21348], [-1.99588, -3.42452, 0.14048], [-0.80028, -2.03644, 2.65050], [-3.59806, -2.30263, 2.89375], [-2.66037, -1.30082, 1.83773], [-3.96509, -3.18340, 0.82962], [-3.04483, -4.35410, 1.70642], [-2.43517, -3.92665, -0.55514], [5.88834, 2.42704, 1.49207], [4.96511, 2.92873, 0.51775], [3.87381, 1.86386, 0.34177], [2.94026, 1.93711, 1.44546], [5.45940, 2.45877, 2.35407], [4.57147, 3.91815, 0.75095], [5.56957, 3.01317, -0.38611], [4.28156, 0.85442, 0.41649], [3.32226, 1.90600, -0.59865], [3.25550, 1.30887, 2.09685], [2.97523, 0.63430, -2.85108], [2.75719, -0.66928, -2.30942], [3.49662, -1.73317, -3.12088], [4.78211, -1.33033, -3.55544], [2.25896, 1.17148, -2.47422], [3.20304, -0.80222, -1.31272], [1.68468, -0.81941, -2.21292], [2.86146, -1.89030, -4.00017], [3.65378, -2.66062, -2.57981], [4.74527, -0.44179, -3.92563], [-0.21015, -0.44051, 1.51647], [0.19924, 0.30207, 0.35002], [-0.54785, -0.29780, -0.84287], [-0.18815, -1.69331, -0.94326], [0.59028, -0.69661, 2.00100], [-0.06570, 1.33700, 0.56993], [1.25478, 0.08354, 0.18674], [-0.24564, 0.09045, -1.81466], [-1.63264, -0.27432, -0.71181], [-0.82490, -2.19750, -0.40941], [-3.84777, 3.01031, 0.94930], [-3.55244, 3.94240, -0.06996], [-2.08603, 3.74466, -0.50883], [-1.80488, 2.52327, -1.14894], [-3.74632, 3.37659, 1.83644], [-4.27222, 3.81275, -0.88083], [-3.70081, 4.96631, 0.28301], [-1.48107, 3.84664, 0.39904], [-1.82881, 4.56314, -1.18820], [-2.36587, 1.88541, -0.68089]],
  "homo_energy_ev": -9.56,
  "multiplicity": 1,
  "smiles": "OCCO.OCCO.OCCO.OCCO.OCCO.OCCO.OCCO.OCCO.OCCO.OCCO.OCCO",
  "lumo_ev": 0.12
}



Computed molar mass (g/mol) in order:
506.76; 682.75
Computed energy above the lowest of the compared OMol25 structures with the same formula, charge and spin (eV) in order:
1.8945; 1.2357